166
Properties=species:S:1:pos:R:3 method="wB97M-V/def2-TZVPD" lumo_energy_ev=0.63 smiles=CCN(CC)CC.CCN(CC)CC.CCN(CC)CC.CCN(CC)CC.CCN(CC)CC.CCN(CC)CC.CCN(CC)CC.CO.CO gap_ev=8.58 total_energy_ha=-2277.83082 de_lowest_ev=0.000 homo_ha=-0.2920
C -3.1198 2.4462 -6.3836
C -3.8842 2.9831 -5.2235
N -3.0445 3.5499 -4.1533
C -2.3416 2.5052 -3.4691
C -1.0674 2.9911 -2.6990
C -3.7613 4.4133 -3.2134
C -4.4506 5.5878 -3.9523
H -3.8499 2.2271 -7.1627
H -2.5997 1.5019 -6.2231
H -2.3394 3.0988 -6.7751
H -4.4794 3.8047 -5.6220
H -4.6025 2.3170 -4.7455
H -3.0354 1.9110 -2.8744
H -1.9169 1.7590 -4.1407
H -1.3489 3.6085 -1.8459
H -0.4942 2.1903 -2.2318
H -0.3519 3.4764 -3.3628
H -3.0814 4.8059 -2.4573
H -4.5334 3.8756 -2.6632
H -5.4050 5.2456 -4.3525
H -3.7988 5.9248 -4.7583
H -4.7066 6.4337 -3.3143
C 4.5195 -1.4109 -1.0851
C 3.0507 -1.5606 -0.7896
N 2.5913 -2.9743 -0.9147
C 2.8074 -3.6124 -2.2512
C 2.3719 -2.8718 -3.5383
C 1.1649 -2.9474 -0.5198
C 0.5470 -4.3139 -0.4081
H 4.7905 -1.7760 -2.0758
H 5.0914 -2.0298 -0.3938
H 4.8096 -0.3630 -1.0085
H 2.8470 -1.1289 0.1903
H 2.5256 -0.9230 -1.5008
H 3.8765 -3.8232 -2.2229
H 2.4586 -4.6449 -2.2693
H 2.6702 -3.4424 -4.4178
H 1.2840 -2.8081 -3.5597
H 2.8274 -1.8819 -3.5101
H 0.6062 -2.3769 -1.2618
H 1.0495 -2.4020 0.4168
H -0.5075 -4.1857 -0.1640
H 1.1149 -4.9783 0.2431
H 0.4925 -4.7965 -1.3839
C 3.4446 5.7270 -1.0527
C 2.8704 5.8812 0.3426
N 2.0414 4.7789 0.8027
C 0.8619 4.6098 -0.0570
C -0.0381 5.8619 -0.1099
C 1.7622 4.8993 2.2548
C 1.2701 3.6219 2.8457
H 2.5891 5.7591 -1.7274
H 4.0039 4.7953 -1.1378
H 4.1682 6.5128 -1.2698
H 3.6832 5.9342 1.0670
H 2.3589 6.8416 0.4068
H 1.0826 4.1909 -1.0388
H 0.2690 3.8316 0.4238
H -0.1205 6.3698 0.8510
H 0.3141 6.5830 -0.8475
H -1.0843 5.6508 -0.3311
H 1.1679 5.7973 2.4236
H 2.6996 5.0940 2.7759
H 1.8893 2.7694 2.5663
H 0.2438 3.4037 2.5504
H 1.2030 3.6834 3.9319
C 4.6078 -0.2981 3.8800
C 3.2157 -0.8061 3.5464
N 2.8134 -2.0013 4.3239
C 3.6844 -3.1466 4.0360
C 3.9345 -3.4871 2.6266
C 1.4568 -2.4286 3.9928
C 0.4082 -1.5440 4.6522
H 4.9220 0.5140 3.2243
H 5.3283 -1.1069 3.7581
H 4.8149 0.0004 4.9077
H 2.5454 0.0245 3.7677
H 3.1384 -1.0246 2.4814
H 3.3062 -3.9924 4.6102
H 4.6357 -2.9782 4.5407
H 3.0857 -3.8363 2.0386
H 4.6475 -4.3079 2.5498
H 4.3537 -2.6300 2.0994
H 1.3458 -2.3769 2.9097
H 1.2379 -3.4380 4.3409
H 0.5200 -1.5046 5.7358
H 0.4663 -0.5085 4.3167
H -0.5724 -1.9103 4.3485
C -5.9876 -1.8631 5.6373
C -6.3873 -1.2187 4.2893
N -5.2388 -1.0289 3.4092
C -4.3355 -0.0056 4.0088
C -3.0160 0.1804 3.2369
C -5.7353 -0.6717 2.1028
C -6.5458 -1.6972 1.3008
H -5.3452 -2.7219 5.4430
H -6.8976 -2.1729 6.1511
H -5.5163 -1.2011 6.3638
H -7.0896 -1.8731 3.7729
H -6.8729 -0.2599 4.4712
H -4.9201 0.9122 3.9458
H -4.1114 -0.1965 5.0583
H -3.2562 0.8724 2.4298
H -2.2586 0.5731 3.9153
H -2.5740 -0.7184 2.8068
H -4.8810 -0.3810 1.4915
H -6.3126 0.2519 2.1433
H -7.5601 -1.9503 1.6092
H -5.9600 -2.6139 1.2335
H -6.5744 -1.3977 0.2532
C -2.7341 -2.9638 1.0641
C -3.2552 -3.8217 2.2118
N -2.5172 -5.1075 2.2802
C -3.3310 -6.1619 2.9103
C -3.5939 -5.9655 4.4221
C -1.1814 -4.9891 2.8482
C -0.3679 -6.2898 2.9552
H -2.8399 -3.4449 0.0917
H -1.7198 -2.6393 1.2964
H -3.3643 -2.0745 1.0613
H -3.1764 -3.3102 3.1711
H -4.3147 -4.0331 2.0670
H -4.2746 -6.2097 2.3666
H -2.9749 -7.1308 2.5603
H -3.9278 -4.9493 4.6316
H -4.3613 -6.6920 4.6894
H -2.7274 -6.0181 5.0812
H -1.3794 -4.5951 3.8450
H -0.6113 -4.2568 2.2764
H -0.7780 -7.0093 3.6639
H 0.6804 -6.0328 3.1071
H -0.4371 -6.7953 1.9920
C 2.5253 2.1049 -3.3195
C 3.1845 1.2174 -4.3595
N 2.8218 1.6319 -5.7279
C 3.5371 0.8039 -6.7300
C 5.0463 1.1653 -6.7794
C 1.3984 1.8685 -5.9534
C 0.4780 0.6530 -5.6887
H 2.7731 1.7437 -2.3214
H 1.4370 2.1659 -3.3282
H 2.9336 3.1076 -3.4463
H 4.2717 1.2796 -4.3131
H 2.9439 0.1581 -4.2692
H 3.5418 -0.2701 -6.5441
H 3.0261 0.8944 -7.6886
H 5.5170 0.5738 -7.5647
H 5.3004 2.2203 -6.8822
H 5.4783 0.7941 -5.8501
H 1.2160 2.0954 -7.0039
H 1.1166 2.7635 -5.3988
H -0.5733 0.9102 -5.8180
H 0.6471 0.1908 -4.7161
H 0.7063 -0.1145 -6.4283
C 0.0630 0.3599 1.1811
O 0.3360 1.0257 -0.0357
H -0.7546 -0.3046 0.9017
H 0.8995 -0.1983 1.6015
H -0.3511 1.0342 1.9308
H 1.2451 1.3317 -0.0747
C 4.3644 2.0520 0.8297
O 3.0269 2.2310 0.4065
H 5.1138 2.4800 0.1638
H 4.4696 2.3188 1.8813
H 4.6947 1.0150 0.8901
H 2.7765 3.1549 0.4793



17
Properties=species:S:1:pos:R:3 method="wB97M-V/def2-TZVPD" lumo_energy_ev="-3.23 / -8.27" spin_multiplicity=2 gap_ev="12.90 / 7.83" s_squared=0.754 charge=+1 total_energy_ha=-288.66380 de_lowest_ev=1.400 homo_ha="-0.5928 / -0.5916"
C 0.8687 -1.7900 -0.4843
C -0.0712 -1.0727 0.4856
C -1.5536 -1.1365 0.0397
N 0.2739 0.3111 0.7124
C 0.5168 1.2296 -0.4022
O 0.0162 2.4972 -0.1820
H 0.5722 -1.7068 -1.5301
H 1.8938 -1.4127 -0.4765
H 0.9351 -2.8295 -0.1801
H -0.0249 -1.5475 1.4656
H -2.1795 -0.7087 0.8149
H -1.7188 -0.5085 -0.8461
H -1.7962 -2.1260 -0.3340
H 0.8884 0.4626 1.5149
H 1.6044 1.3593 -0.4702
H 0.1531 0.7584 -1.3180
H -0.8911 2.4886 0.0869



106
Properties=species:S:1:pos:R:3 method="wB97M-V/def2-TZVPD" lumo_energy_ev=-1.78 smiles="N=[PH2]C1=CC(=O)C=C(CC(=O)Cl)C1=O.COC[C@@H](C)N.COC[C@@H](C)N.COC[C@@H](C)N.COC[C@@H](C)N.COC[C@@H](C)N" gap_ev=7.18 total_energy_ha=-2835.90786 de_lowest_ev=0.000 homo_ha=-0.3294
N -4.9200 -1.2422 -1.1435
P -3.5682 -1.0211 -1.8821
C -2.2559 -0.1547 -0.9751
C -1.2899 -0.8101 -0.3285
C -0.2990 -0.0544 0.4924
O 0.2663 -0.5576 1.4354
C -0.0661 1.3566 0.1048
C -1.0003 2.0343 -0.5618
C -0.8440 3.4692 -1.0139
C -0.4499 3.4830 -2.4818
O 0.6045 3.1782 -2.9185
Cl -1.7703 3.9475 -3.5581
C -2.2886 1.3430 -0.9117
O -3.2981 1.9591 -1.1417
H -5.1336 -2.2280 -1.0261
H -2.8642 -2.1739 -2.2742
H -3.6284 -0.2186 -3.0328
H -1.2208 -1.8962 -0.3165
H 0.8883 1.8121 0.3667
H -0.0287 3.9527 -0.4644
H -1.7794 4.0083 -0.8576
C -2.1178 2.9175 5.7584
C -1.3157 2.4968 4.5333
C -1.3955 3.4925 3.3666
O -2.6012 3.4447 2.6267
C -3.6761 4.2025 3.1451
N -1.7020 1.1376 4.1525
H -3.1876 2.7764 5.5985
H -1.8332 2.3073 6.6147
H -1.9438 3.9660 6.0067
H -0.2589 2.4606 4.8189
H -0.6075 3.2262 2.6555
H -1.2000 4.5173 3.7093
H -3.3189 5.1357 3.5932
H -4.2497 3.6504 3.8936
H -4.3353 4.4392 2.3112
H -1.0956 0.7952 3.4124
H -2.6339 1.1683 3.7478
C 3.5473 -1.2823 4.8281
C 2.2964 -1.4775 3.9794
C 1.1945 -2.2784 4.6822
O 1.4344 -3.6730 4.7545
C 2.2120 -4.1061 5.8501
N 2.6689 -2.0505 2.6820
H 4.1317 -2.2016 4.8892
H 4.1882 -0.5219 4.3852
H 3.2946 -0.9694 5.8427
H 1.8598 -0.4928 3.7785
H 0.2735 -2.1678 4.1056
H 1.0083 -1.8789 5.6880
H 1.9956 -3.5138 6.7457
H 3.2854 -4.0539 5.6491
H 1.9477 -5.1449 6.0450
H 1.8313 -2.0871 2.1085
H 2.9329 -3.0200 2.8381
C 5.3903 2.8968 2.3693
C 4.7450 1.5178 2.3049
C 5.6650 0.4140 1.7728
O 5.8732 0.4534 0.3728
C 6.9104 1.3016 -0.0718
N 3.4919 1.6028 1.5529
H 5.4858 3.3360 1.3753
H 4.7733 3.5694 2.9646
H 6.3835 2.8497 2.8193
H 4.4838 1.2274 3.3271
H 5.1914 -0.5502 1.9720
H 6.6321 0.4348 2.2945
H 7.7496 1.3006 0.6323
H 6.5768 2.3330 -0.2144
H 7.2561 0.9153 -1.0299
H 3.0079 0.7083 1.6032
H 3.7347 1.7121 0.5707
C 0.7350 1.2611 -8.2512
C 0.1615 2.0653 -7.0903
C 0.3085 3.5836 -7.2482
O 1.6112 4.0745 -6.9983
C 2.5010 4.0374 -8.0936
N 0.7429 1.5792 -5.8368
H 1.8252 1.2478 -8.2220
H 0.3962 0.2274 -8.1908
H 0.4225 1.6717 -9.2134
H -0.9156 1.8688 -7.0500
H -0.3352 4.0622 -6.5060
H -0.0286 3.9122 -8.2412
H 1.9789 4.2461 -9.0337
H 3.0119 3.0752 -8.1849
H 3.2494 4.8117 -7.9286
H 0.2974 2.0524 -5.0564
H 1.7049 1.9075 -5.8015
C -5.2947 -7.5636 -1.3087
C -4.6512 -6.6749 -2.3666
C -3.5676 -5.7410 -1.8165
O -4.0593 -4.6227 -1.1007
C -4.3517 -4.8431 0.2675
N -5.7014 -5.9676 -3.0984
H -5.9848 -6.9967 -0.6827
H -5.8676 -8.3553 -1.7894
H -4.5438 -8.0225 -0.6630
H -4.1435 -7.3266 -3.0859
H -3.0122 -5.3253 -2.6615
H -2.8567 -6.2986 -1.1922
H -3.6398 -5.5454 0.7123
H -5.3642 -5.2242 0.4176
H -4.2663 -3.8823 0.7748
H -5.3038 -5.4685 -3.8873
H -6.0930 -5.2501 -2.4949